DFT (ωB97M-V/def2-TZVPD) results for a structure of composition C19H28AlB2BrCl6F9N2O15RbS at a distorted geometry.

XYZ file:
```
85
Properties=species:S:1:pos:R:3:forces:R:3
C 5.905303 -0.751950 3.268882 0.12 -0.64 -0.52
C 6.063164 -1.015454 1.743644 -0.54 -0.53 -0.03
C 4.745812 -1.128594 0.963266 1.91 0.03 -0.47
O 3.944714 0.035919 1.014768 -1.26 -0.02 0.16
C 2.991258 0.029339 2.021474 2.07 1.14 0.96
N 1.699991 0.427093 1.492402 1.17 1.89 -0.61
O 0.746809 0.603134 2.493552 0.50 0.38 0.46
C 0.398674 -0.723438 2.809399 -0.49 -0.91 -0.57
C 0.397443 -1.466027 1.487511 -0.93 -2.82 0.93
S 1.777565 1.812871 0.583180 -0.25 6.03 5.23
O 0.567697 2.532126 0.769448 -0.41 -1.84 -0.94
O 2.921954 2.612457 0.811269 0.61 -1.70 -0.97
F 1.724233 1.125992 -0.769482 1.43 0.28 -1.41
H 5.749092 0.309024 3.493885 -0.22 -0.35 0.05
H 6.847136 -1.042815 3.763455 -0.36 0.14 0.05
H 5.067962 -1.296504 3.749486 6.13 1.58 -6.54
H 6.553649 -1.989759 1.646372 0.05 -0.01 -0.19
H 6.773020 -0.269781 1.195743 -1.11 -1.11 0.90
H 4.203426 -2.044977 1.216158 -0.23 0.39 0.35
H 5.042778 -1.244961 -0.079135 -0.27 0.01 0.05
H 3.283246 0.781677 2.779168 -0.15 -0.06 0.03
H 2.998686 -0.949878 2.519832 -0.81 -0.11 -0.50
H -0.576650 -0.730277 3.286383 -0.07 0.21 -0.02
H 1.116604 -1.159375 3.521412 -0.06 0.01 -0.09
H 1.338454 -1.354482 0.967402 -0.26 -0.72 -0.10
H -0.456046 -1.193167 0.869112 -0.11 0.31 -0.15
H 0.285727 -2.540026 1.674093 -0.21 -0.02 -0.07
Rb 4.042790 -1.587845 4.893865 -5.99 -1.90 6.86
B 2.084495 -2.758186 -2.878834 0.23 -0.56 -0.95
O 1.262516 -3.723667 -2.112509 0.68 0.41 0.54
C 1.940851 -4.084526 -1.029314 -0.55 -0.33 -0.06
O 1.567276 -4.849602 -0.191280 0.05 0.05 0.25
C 3.280045 -3.331517 -1.020837 0.52 -0.03 -0.01
O 4.126915 -3.407549 -0.171637 -0.34 -0.75 -0.40
O 3.335225 -2.567333 -2.094985 -0.47 0.30 0.38
F 1.371969 -1.464929 -2.957948 0.86 -4.64 0.85
F 2.341735 -3.202579 -4.123759 -0.12 0.21 -0.14
Al 0.893590 -0.420222 -1.363300 -0.31 -2.05 -2.11
C -2.885452 -2.842582 -2.845373 0.00 0.07 -0.20
Cl -3.778068 -2.229906 -4.241559 -0.01 0.00 0.06
Cl -1.147022 -2.755985 -3.130035 -0.46 0.12 0.03
Cl -3.302892 -1.939863 -1.388430 0.02 0.24 0.10
H -3.166151 -3.874902 -2.687387 -0.03 0.00 0.09
F 1.151164 0.421357 -2.689178 -1.32 4.72 -1.23
C -3.962689 1.646274 -3.489526 -0.04 0.10 0.03
Cl -2.224712 1.872919 -3.293111 0.08 -0.07 0.02
Cl -4.801135 1.842234 -1.945982 0.03 -0.03 0.01
Cl -4.602473 2.772849 -4.686373 0.02 -0.06 0.01
H -4.135986 0.639277 -3.844891 0.02 -0.02 0.02
C -4.269981 -6.488070 0.535720 0.05 0.03 -0.07
C -4.814200 -5.263275 -0.159519 -0.03 0.03 -0.04
O -4.328913 -4.838021 -1.197031 0.05 -0.17 -0.07
N -5.873655 -4.634781 0.404778 0.13 -0.13 0.07
C -6.583698 -4.982715 1.621573 -0.10 0.33 -0.27
H -3.431146 -6.869836 -0.037534 0.00 0.06 -0.06
H -3.922042 -6.236256 1.538139 -0.08 -0.08 0.05
H -5.033455 -7.264079 0.596120 0.01 0.00 0.12
H -6.182709 -3.826456 -0.113035 -0.03 0.00 0.00
H -7.632538 -5.170588 1.388383 -0.01 -0.09 0.13
H -6.529509 -4.149647 2.324009 -0.03 -0.10 0.12
H -6.160683 -5.866313 2.086334 0.03 -0.01 -0.04
C -1.449585 4.772326 1.113371 -0.10 0.25 -0.16
C -2.363627 4.313253 2.223848 0.46 -0.22 -0.05
O -3.418642 5.269105 2.478559 -0.01 -0.01 0.20
C -4.478305 5.190692 1.692016 0.28 -0.23 0.01
O -4.647977 4.413182 0.801202 -0.24 0.04 -0.06
C -5.521991 6.238066 2.123663 -0.32 0.45 0.02
F -4.958936 7.423906 2.380134 0.09 -0.10 -0.01
F -6.151476 5.836988 3.241231 0.11 -0.13 -0.03
F -6.441441 6.419746 1.181332 0.08 -0.16 -0.04
H -1.053181 5.765302 1.331167 0.05 -0.06 0.07
H -0.620736 4.072506 0.999852 -0.34 0.39 0.05
H -1.982298 4.838174 0.164825 -0.01 -0.10 -0.01
H -1.807743 4.234993 3.156690 -0.16 0.18 0.11
H -2.789136 3.332702 2.012424 -0.21 0.09 -0.08
Br 7.131750 1.437592 2.139449 1.33 2.61 -0.39
B 3.227811 3.991965 -3.056244 0.66 0.31 -0.20
O 3.640599 3.095245 -4.199397 -0.22 0.12 0.82
C 3.606458 3.765022 -5.310942 -0.09 0.50 -0.28
O 3.873381 3.359414 -6.401201 0.07 -0.05 -0.45
C 3.144873 5.246285 -4.978688 0.16 -0.36 -0.33
O 3.013673 6.117048 -5.782124 -0.03 0.30 -0.42
O 2.943638 5.327831 -3.696008 0.01 -0.59 0.55
F 4.261130 4.107962 -2.150642 0.08 -0.04 0.12
F 2.100617 3.498851 -2.452788 -0.74 -0.40 0.48
```
Forces are in eV/Å.

Properties
- Frontier orbital gap: 1.80 eV
- M: 1154.177 u
- Highest occupied orbital energy: -0.286 Eh
- Calculated total energy: -242922.2679 eV

Mulliken atomic charge list, values in e, 4 entries: number 1, C, carries -2.93; number 2, C, carries -0.70; number 3, C, carries -0.64; number 4, O, carries -0.07